Molecular formula: C6H15NO
Method: DFT, the ωB97M-V functional and the def2-TZVPD basis

Cartesian coordinates (Å):
C: 1.88617 0.93178 -0.80019
C: 1.69617 2.43841 -1.28834
O: 0.24691 2.85360 -1.12480
N: 0.60652 0.18099 -0.79218
C: 0.05328 -0.20320 0.64553
C: -1.15714 -0.96248 0.46618
C: -0.94751 -2.25884 -0.25779
C: -1.71356 -1.29771 1.83198
H: 2.50587 0.85241 0.14648
H: 2.69225 0.38257 -1.46463
H: 1.74569 2.77894 -2.37461
H: 2.19454 3.24925 -0.72076
H: -0.02217 2.75071 -0.20846
H: -0.16325 0.62962 -1.24918
H: -0.06101 0.75347 1.12034
H: 0.83237 -0.73325 1.12934
H: -2.02355 -0.52122 -0.09266
H: -1.99633 -2.69718 -0.45862
H: -0.32385 -3.03665 0.13542
H: -0.51230 -2.01645 -1.28660
H: -2.13946 -0.39291 2.34539
H: -0.93245 -1.64012 2.38534
H: -2.46720 -2.04175 1.91282

Its energy above the lowest of the compared OMol25 structures with the same formula, charge and spin is 72.2 kcal per mole. As for the total energy: -10000.6264 eV. The value obtained for the LUMO energy is 0.914 eV. Its HOMO-LUMO gap is 0.34926 hartree. The highest occupied orbital energy is -0.3157 hartree.

---

Molecular formula: H4NOPS2
Method: DFT, the ωB97M-V functional and the def2-TZVPD basis

Cartesian coordinates (Å):
N: 0.10575 -1.65459 0.26451
O: 1.53808 0.48853 -0.57381
P: 0.29834 0.03998 0.05365
S: -1.35558 0.84822 -1.05277
S: -0.01073 0.74807 1.96571
H: -0.81509 -1.90072 0.36653
H: 0.71425 -2.15159 -0.30985
H: -0.51021 1.67566 -1.89708
H: 0.03519 1.90644 1.18311

Its energy above the lowest of the compared OMol25 structures with the same formula, charge and spin is 12.2 kcal per mole. As for the total energy: -34563.2596 eV. The value obtained for the LUMO energy is 0.467 eV. Its HOMO-LUMO gap is 0.37415 hartree. The highest occupied orbital energy is -0.3570 hartree.

---

Molecular formula: CH7O3
Method: DFT, the ωB97M-V functional and the def2-TZVPD basis

Cartesian coordinates (Å):
C: -0.21212 1.28638 -0.41031
O: -0.23155 0.24666 0.52983
H: 0.40661 2.11849 -0.05842
H: 0.15567 0.93414 -1.38673
H: -1.23471 1.65506 -0.59249
H: 1.25102 -0.12262 0.60238
H: 2.22843 -1.17522 1.25001
O: 2.22953 -0.43865 0.61657
H: -2.14809 -1.86723 0.08205
H: -0.97848 -0.92118 -0.09559
O: -1.46631 -1.71582 -0.53729

Its energy above the lowest of the compared OMol25 structures with the same formula, charge and spin is 2.5 kcal per mole. As for the total energy: -7293.6131 eV. The value obtained for the LUMO energy is 4.617 eV. Its HOMO-LUMO gap is 0.30825 hartree. The net charge is -1. The highest occupied orbital energy is -0.1386 hartree.

---

Molecular formula: C10H14O3S2
Method: DFT, the ωB97M-V functional and the def2-TZVPD basis

Cartesian coordinates (Å):
C: -3.87869 0.18240 -1.01740
C: -3.48271 0.81105 0.14766
C: -3.19809 -0.89398 -1.57502
C: -2.29054 0.33281 0.76822
C: -2.11155 -1.42732 -1.00864
C: -1.71559 -0.87376 0.21495
C: 0.45635 2.10024 -1.64601
C: 3.05414 -1.37479 0.77324
C: -0.54883 -1.47067 0.72591
C: 0.90832 0.20879 0.35421
O: 1.79870 -1.55030 -1.54326
O: 2.84961 0.63329 -1.17113
O: -0.12706 -2.68109 0.38936
S: 0.30432 1.81809 0.15566
S: 2.21333 -0.52269 -0.61981
H: -4.78353 0.63444 -1.49899
H: -3.94519 1.67753 0.54748
H: -3.69846 -1.37344 -2.38477
H: -1.93128 0.68852 1.72186
H: -1.61927 -2.29501 -1.35304
H: -0.21086 2.96668 -1.68429
H: 0.00528 1.22792 -2.11412
H: 1.41163 2.29409 -2.06002
H: 3.36259 -0.53587 1.33181
H: 2.22515 -1.91205 1.20803
H: 3.70997 -2.13432 0.46339
H: -0.37622 -1.31324 1.73240
H: 1.18062 0.12042 1.36622
H: -0.07780 -2.93898 -0.57564

Its energy above the lowest of the compared OMol25 structures with the same formula, charge and spin is 36.2 kcal per mole. As for the total energy: -38406.0889 eV. The value obtained for the LUMO energy (alpha / beta) is 0.259 / 0.259 eV. Its HOMO-LUMO gap (alpha / beta) is 0.28453 / 0.28450 hartree. The highest occupied orbital energy (alpha / beta) is -0.2750 / -0.2750 hartree.

---

Molecular formula: C2H4FP
Method: DFT, the ωB97M-V functional and the def2-TZVPD basis

Cartesian coordinates (Å):
C: 0.18869 -0.25053 -0.06352
C: 1.42502 0.28225 0.29356
F: 2.59572 -0.27586 -0.12084
P: -1.83889 -0.41656 0.12828
H: 0.39873 -1.11688 -0.71629
H: -2.10308 0.79807 0.67903
H: 1.43163 1.04165 1.11563
H: -2.09782 -0.06213 -1.31585

Its energy above the lowest of the compared OMol25 structures with the same formula, charge and spin is 46.2 kcal per mole. As for the total energy: -14142.3650 eV. The value obtained for the LUMO energy is 0.920 eV. Its HOMO-LUMO gap is 0.37695 hartree. The highest occupied orbital energy is -0.3431 hartree.

---

Molecular formula: C28H30NO2S
Method: DFT, the ωB97M-V functional and the def2-TZVPD basis

Cartesian coordinates (Å):
C: -5.65556 -2.52028 3.28843
O: -5.17985 -1.14803 3.29261
C: -3.83670 -0.95408 3.28387
C: -3.36219 0.38204 3.27211
C: -2.00670 0.63372 3.24554
C: -1.06399 -0.41278 3.22943
C: 0.40584 -0.06948 3.17642
C: 1.32854 -1.14908 3.23829
S: 3.00760 -0.87009 3.24104
C: 3.48382 -1.95238 4.65106
C: 3.48345 -2.04328 1.90595
O: 0.79180 1.11944 3.08006
C: -1.54780 -1.73331 3.24974
C: -2.90718 -2.01546 3.27770
H: -6.74027 -2.40735 3.28884
H: -5.32095 -3.06171 2.38817
H: -5.32081 -3.06587 4.18601
H: -4.07930 1.19565 3.27874
H: -1.66064 1.66483 3.23501
H: 1.02891 -2.18944 3.33048
H: 4.57792 -1.94280 4.69532
H: 3.06081 -1.50014 5.55399
H: 3.09297 -2.96459 4.48768
H: 4.57758 -2.04447 1.86134
H: 3.08360 -3.03855 2.13740
H: 3.05805 -1.64647 0.97847
H: -0.86089 -2.57489 3.24063
H: -3.25070 -3.04914 3.28788
C: 6.66493 1.75264 0.49646
C: 5.97956 2.20620 -0.71752
N: 6.44498 1.93129 -1.95488
C: 7.63028 1.13292 -2.22117
C: 5.60815 2.48348 -2.93281
C: 4.53640 3.11551 -2.26342
C: 3.49430 3.62435 -3.02355
C: 3.56972 3.57749 -4.42202
C: 4.65469 2.96186 -5.06880
C: 5.68882 2.37784 -4.31526
C: 4.76389 2.94918 -0.82880
C: 3.94230 3.32756 0.21903
C: 2.81438 4.21349 0.12119
C: 2.81483 5.40446 -0.65285
C: 1.65652 6.16298 -0.81397
C: 0.46564 5.76735 -0.19095
C: 0.46043 4.63046 0.63120
C: 1.62187 3.88993 0.81224
H: 6.06124 2.12259 1.32667
H: 6.72827 0.65634 0.58188
H: 7.68232 2.15829 0.60896
H: 7.73326 1.05197 -3.30483
H: 8.52954 1.60368 -1.79902
H: 7.54208 0.12604 -1.78589
H: 2.63375 4.04789 -2.51835
H: 2.76693 4.02603 -5.01008
H: 4.68103 2.94056 -6.15937
H: 6.53393 1.86140 -4.76597
H: 4.14535 2.88059 1.19055
H: 3.73332 5.70515 -1.15780
H: 1.67584 7.05703 -1.44251
H: -0.44820 6.34379 -0.33983
H: -0.45449 4.31684 1.13779
H: 1.62825 3.00819 1.45552

Its energy above the lowest of the compared OMol25 structures with the same formula, charge and spin is 3.3 kcal per mole. As for the total energy: -45935.0932 eV. The value obtained for the LUMO energy is -4.633 eV. Its HOMO-LUMO gap is 0.17564 hartree. The net charge is +1. The highest occupied orbital energy is -0.3459 hartree.

---

Molecular formula: C3H10O3
Method: DFT, the ωB97M-V functional and the def2-TZVPD basis

Cartesian coordinates (Å):
C: 0.27571 0.11921 1.55277
C: 1.25904 1.28881 -0.99519
C: -0.63638 -0.93384 1.52894
O: 0.07769 1.27947 -0.20040
H: 0.06048 1.02756 2.09616
H: 1.32139 -0.06475 1.34489
H: 1.56723 0.27308 -1.25656
H: 2.04746 1.78776 -0.42995
H: 1.08247 1.84947 -1.91699
H: -1.51370 -0.84331 2.16186
H: -1.18605 -0.82927 0.23222
H: -0.22574 -1.93802 1.48260
O: -1.53423 -0.52287 -0.92589
O: -0.65545 -1.34606 -1.74352
H: -1.30104 -1.83596 -2.26878
H: -0.63888 0.68873 -0.66216

Its energy above the lowest of the compared OMol25 structures with the same formula, charge and spin is 128.5 kcal per mole. As for the total energy: -9409.9624 eV. The value obtained for the LUMO energy is 0.815 eV. Its HOMO-LUMO gap is 0.35638 hartree. The highest occupied orbital energy is -0.3264 hartree.

---

Molecular formula: C9H11NO2S
Method: DFT, the ωB97M-V functional and the def2-TZVPD basis

Cartesian coordinates (Å):
C: 3.26189 1.12260 0.06571
C: 4.16102 0.08681 -0.07210
C: 1.90200 0.67967 -0.02220
C: 1.83635 -0.65693 -0.04969
C: 0.58705 -1.47768 -0.22374
C: 0.64672 1.45142 0.03986
C: -0.46096 0.97158 -0.86409
C: -1.21750 -1.20424 -0.07548
C: -1.48716 -1.67405 1.32518
N: -1.51671 0.24009 -0.16530
O: -1.86264 -1.85973 -1.15913
O: 0.74478 -2.65016 -0.46672
S: 3.39600 -1.44580 0.02235
H: 3.39772 2.16310 -0.12258
H: 5.26540 0.21786 -0.08733
H: 0.29684 1.37083 1.06429
H: 0.79484 2.61132 -0.13114
H: -0.95843 1.93543 -1.38095
H: -0.03841 0.33023 -1.76923
H: -2.42926 -1.32609 1.51120
H: -0.68677 -1.12794 1.90750
H: -1.27400 -2.72506 1.46739
H: -2.39173 0.27520 -0.74052
H: -1.50464 -2.78632 -1.20660

Its energy above the lowest of the compared OMol25 structures with the same formula, charge and spin is 61.9 kcal per mole. As for the total energy: -25929.5941 eV. The value obtained for the LUMO energy is 0.216 eV. Its HOMO-LUMO gap is 0.33789 hartree. The highest occupied orbital energy is -0.3299 hartree.

---

Molecular formula: C25H40N4O4
Method: DFT, the ωB97M-V functional and the def2-TZVPD basis

Cartesian coordinates (Å):
C: -3.60545 -3.92699 -0.31680
H: -3.85631 -2.98088 0.17705
O: -2.48452 -3.79802 -1.16863
C: -1.27622 -3.53363 -0.61136
C: -1.06196 -3.20459 0.72301
C: 0.22751 -2.98477 1.18090
C: 1.32051 -3.09484 0.33607
C: 1.09654 -3.40645 -1.00294
C: -0.17948 -3.61714 -1.47359
H: -0.35845 -3.86381 -2.50812
H: 1.93299 -3.49664 -1.68080
C: 2.72820 -2.86944 0.81859
N: 3.32657 -1.74028 0.12717
C: 3.96327 -0.74510 0.76231
O: 4.20629 -0.72873 1.95234
C: 4.29873 0.43314 -0.17718
N: 3.11863 1.28440 -0.17924
C: 2.00089 0.95235 -0.85486
O: 1.97275 0.02664 -1.64716
C: 0.80689 1.86632 -0.58269
C: 0.43061 1.87945 0.90494
C: -0.12447 0.51810 1.31701
N: -1.30931 0.22768 0.53357
C: -2.49410 0.15145 1.17016
O: -2.56809 0.23393 2.38754
C: -3.79621 -0.01648 0.38406
N: -4.49459 -1.14211 0.99615
H: -4.40728 -1.05611 2.00648
H: -5.48307 -1.10938 0.76596
H: -3.64081 -0.26554 -0.66714
C: -4.59145 1.29874 0.51497
H: -5.59475 1.14367 0.10628
H: -4.68966 1.50592 1.58440
C: -3.95278 2.51011 -0.16999
C: -4.09454 2.43643 -1.68892
H: -3.63553 1.53707 -2.09072
H: -5.14668 2.43697 -1.96673
H: -3.62076 3.29690 -2.15718
C: -4.59722 3.79575 0.34715
H: -4.15809 4.66546 -0.13701
H: -5.66575 3.79329 0.14167
H: -4.45360 3.89198 1.42085
H: -2.88954 2.53189 0.09235
C: -1.00596 0.12089 -0.87404
H: -1.89256 -0.13965 -1.44702
C: -0.40748 1.42723 -1.40770
H: -0.10375 1.26822 -2.44271
H: -1.16009 2.21628 -1.38215
H: -0.27344 -0.68268 -1.00575
H: -0.41057 0.51738 2.36979
H: 0.62079 -0.26513 1.14369
H: 1.28247 2.12932 1.53873
H: -0.33759 2.63896 1.06957
H: 1.10291 2.87696 -0.89065
H: 3.07894 1.98220 0.54657
C: 5.53649 1.20567 0.28142
C: 6.75301 0.28322 0.26131
H: 7.63841 0.82509 0.58388
H: 6.92767 -0.09667 -0.74337
H: 6.60172 -0.55717 0.93264
C: 5.77671 2.42279 -0.60840
H: 4.91951 3.09179 -0.60988
H: 5.96428 2.10729 -1.63263
H: 6.64316 2.97709 -0.25657
H: 5.36548 1.52948 1.31377
H: 4.43647 0.06417 -1.19915
H: 3.02372 -1.58788 -0.82752
H: 2.75804 -2.65382 1.88948
H: 3.33509 -3.76424 0.62690
H: 0.37740 -2.73352 2.22101
H: -1.88806 -3.10720 1.40848
H: -4.42629 -4.22948 -0.96542
H: -3.43617 -4.70333 0.43582

Its energy above the lowest of the compared OMol25 structures with the same formula, charge and spin is 0.7 kcal per mole. As for the total energy: -40727.1060 eV. The value obtained for the LUMO energy is 0.596 eV. Its HOMO-LUMO gap is 0.32542 hartree. The highest occupied orbital energy is -0.3035 hartree.

---

Molecular formula: C19H29Cl2HfNO2
Method: DFT, the ωB97M-V functional and the def2-TZVPD basis

Cartesian coordinates (Å):
C: 0.59672 -1.70941 -2.82855
C: 1.44305 -0.55500 -2.97883
C: 0.61458 0.59848 -3.02431
C: 2.90189 -0.56315 -3.24520
C: -0.74147 0.17991 -2.94483
C: -0.76540 -1.24550 -2.80656
C: -1.98884 -2.08770 -2.72949
C: 1.03303 -3.13156 -2.80143
C: 1.08009 1.98369 -3.25525
C: -1.93161 1.05517 -3.03848
Hf: 0.22237 -0.91139 -0.61463
Cl: 4.99529 1.03301 -0.20362
Cl: 2.45562 -0.86355 -0.04827
O: -0.73388 0.71126 -0.15631
H: 3.35660 -1.51802 -2.97308
H: 3.44630 0.21054 -2.68871
H: 3.08058 -0.40368 -4.31634
H: 2.04158 2.16714 -2.76708
H: 0.37155 2.71850 -2.86476
H: 1.20527 2.18837 -4.32645
H: -1.78723 2.00127 -2.50472
H: -2.81608 0.57005 -2.61789
H: -2.16366 1.30190 -4.08235
H: -2.81057 -1.58035 -2.20648
H: -1.80167 -3.02883 -2.20178
H: -2.34457 -2.32955 -3.73780
H: 2.00338 -3.27291 -2.30664
H: 1.12752 -3.50056 -3.82956
H: 0.31384 -3.77726 -2.28280
H: -1.62330 1.03016 0.09910
O: -0.62173 -2.52162 0.08767
H: -1.39741 -2.87468 0.57488
C: -2.64750 1.49581 2.56363
N: -1.47634 2.17122 3.05522
C: -1.54715 2.63076 4.41311
C: -0.16931 2.02563 2.44848
C: 0.47793 0.74583 2.89306
C: 0.84095 0.61615 4.26429
C: 1.24062 -0.62732 4.75227
C: 1.35680 -1.73025 3.90485
C: 1.00198 -1.58393 2.54941
C: 0.58984 -0.36004 2.07691
H: -3.49545 1.79553 3.20565
H: -2.55955 0.39001 2.59859
H: -2.87152 1.80815 1.52665
H: -1.53266 1.79615 5.14204
H: -0.69465 3.29431 4.61582
H: -2.49314 3.18178 4.55339
H: -0.24969 2.00750 1.34918
H: 0.43763 2.88246 2.79804
H: 0.77313 1.47582 4.94120
H: 1.44069 -0.74437 5.81099
H: 1.71921 -2.69382 4.26921
H: 1.09633 -2.45209 1.88853

Its energy above the lowest of the compared OMol25 structures with the same formula, charge and spin is 34.6 kcal per mole. As for the total energy: -52113.4702 eV. The value obtained for the LUMO energy is 4.571 eV. Its HOMO-LUMO gap is 0.18107 hartree. The net charge is -2. The highest occupied orbital energy is -0.0131 hartree.

---

Molecular formula: C3H4O3Yb
Method: DFT, the ωB97M-V functional and the def2-TZVPD basis

Cartesian coordinates (Å):
C: 0.10198 -1.55367 0.21201
C: 1.16630 -0.61135 0.23746
O: 1.02885 0.67214 0.12573
C: -0.15183 1.34893 -0.16004
O: -1.25826 0.88482 0.21803
O: -0.07131 2.29183 -0.95094
H: -0.93749 -0.89946 0.41378
H: 2.14572 -0.87896 0.64692
H: -0.09157 -1.82373 -0.83834
Yb: -2.35132 3.02033 -0.67420
H: 0.41894 -2.45088 0.76958

Its energy above the lowest of the compared OMol25 structures with the same formula, charge and spin is 44.2 kcal per mole. As for the total energy: -40810.5924 eV. The value obtained for the LUMO energy (alpha / beta) is -14.881 / -19.210 eV. Its HOMO-LUMO gap (alpha / beta) is 0.38555 / 0.19548 hartree. The net charge is +3. Its expectation value of S² is 0.761. The highest occupied orbital energy (alpha / beta) is -0.9324 / -0.9014 hartree. The spin multiplicity is 2.

---

Molecular formula: C7H10N2
Method: DFT, the ωB97M-V functional and the def2-TZVPD basis

Cartesian coordinates (Å):
C: 0.17209 -0.45934 -0.00655
C: -0.23495 1.51777 0.13513
C: 1.46372 -0.30852 0.16846
C: -1.05150 0.27986 -0.05206
C: 2.50800 -1.35083 -0.07044
C: -1.99664 0.10941 1.15280
C: -1.88119 0.19832 -1.33561
N: 0.87585 1.94775 0.19301
N: 1.93589 1.06323 0.36002
H: 2.16018 -2.00696 -0.88640
H: 3.44887 -0.80149 -0.21968
H: 2.53954 -1.94177 0.88288
H: -2.55298 -0.82421 0.95933
H: -2.66221 0.95861 1.38704
H: -1.47391 -0.12459 2.23425
H: -1.32562 0.71085 -2.16129
H: -2.92256 0.48483 -1.12541
H: -1.80381 -0.88860 -1.65817
H: 2.80123 1.43567 0.04269

Its energy above the lowest of the compared OMol25 structures with the same formula, charge and spin is 136.1 kcal per mole. As for the total energy: -10395.7080 eV. The value obtained for the LUMO energy (alpha / beta) is 0.377 / 0.375 eV. Its HOMO-LUMO gap (alpha / beta) is 0.30363 / 0.30343 hartree. The highest occupied orbital energy (alpha / beta) is -0.2898 / -0.2896 hartree.